{
  "formula": "C33H33AsF6IMoN4OPS",
  "method": "the ωB97M-V functional and the def2-TZVPD basis",
  "homo_lumo_gap_ev": [5.5, 6.8],
  "charge": 1,
  "molar_mass_da": 976.45,
  "lumo_ev": [-2.7, -3.7],
  "e_tot_ha": -5511.83685,
  "multiplicity": 4,
  "species": ["I", "Mo", "As", "S", "P", "F", "F", "F", "F", "F", "F", "O", "N", "N", "N", "N", "C", "C", "C", "C", "C", "C", "C", "C", "C", "C", "C", "C", "C", "C", "C", "C", "C", "C", "C", "C", "C", "C", "C", "C", "C", "C", "C", "C", "C", "C", "C", "C", "C", "H", "H", "H", "H", "H", "H", "H", "H", "H", "H", "H", "H", "H", "H", "H", "H", "H", "H", "H", "H", "H", "H", "H", "H", "H", "H", "H", "H", "H", "H", "H", "H", "H"],
  "coordinates": [[-2.24144, -0.48711, 1.80797], [0.21206, -1.03261, 0.44657], [0.19896, -4.65251, 0.38467], [1.58786, -0.74701, 2.66047], [0.00016, 1.33449, 0.11507], [-0.70834, -5.87091, -0.39663], [1.11016, -3.26991, 1.16607], [0.06856, -5.37521, 1.97747], [0.44806, -3.79811, -1.13473], [1.74036, -5.44111, 0.16917], [-1.26264, -3.71991, 0.76947], [2.00816, -1.24471, -0.37193], [1.54916, -0.64251, 5.24177], [-0.06334, -2.01151, 4.35107], [4.16316, -1.87961, -0.68433], [-0.65974, -2.69881, 3.29457], [-5.17814, 2.39439, -0.83683], [2.99496, 2.38019, 2.62617], [1.48096, 1.42289, -3.66653], [0.94416, 1.85239, -1.35883], [2.33146, 3.39069, -2.58833], [-3.43144, -3.22931, -3.08863], [4.64816, -0.52031, -0.63813], [-4.00904, -2.16921, -3.79033], [-3.59494, -0.86081, -3.53253], [2.86346, -2.13541, -0.58383], [0.84536, 1.05069, -2.49493], [-2.87624, 1.92229, -0.08103], [0.21266, 2.53419, 2.63707], [-4.70614, 0.34199, 0.28897], [-2.61864, -0.60741, -2.61123], [2.21826, 2.59529, -3.71663], [-1.01364, -1.41271, -1.00413], [2.31896, 2.78299, 3.76807], [0.96096, -1.16811, 4.15657], [-2.19394, 4.56999, -0.79263], [-3.46544, 4.11799, -1.02713], [2.27886, 2.02039, 1.50127], [0.88676, 2.11059, 1.49467], [0.93476, 2.84959, 3.77487], [-1.22724, 3.67959, -0.33813], [-2.44864, -3.01131, -2.16343], [-3.39524, 0.72419, 0.45117], [-1.52084, 2.35569, -0.03673], [-1.98824, -1.67911, -1.89383], [-5.59514, 1.16669, -0.40053], [-3.84124, 2.80849, -0.66723], [1.71276, 3.01739, -1.40983], [5.13756, -2.93871, -0.76983], [-0.87094, 2.58739, 2.63817], [-0.27384, -2.30181, 5.30177], [2.28386, 0.03259, 5.11017], [5.48776, -0.40901, -1.32343], [-4.20514, 4.77609, -1.45643], [-6.61534, 0.84679, -0.52843], [-5.87894, 3.07689, -1.29283], [-2.27444, 0.39819, -2.41483], [4.07426, 2.32399, 2.62867], [3.83496, 0.14489, -0.93433], [5.62576, -2.94191, -1.74593], [-1.64454, -2.86621, 3.49207], [2.87296, 3.02979, 4.66147], [-0.21634, 4.03309, -0.21283], [4.97926, -0.25851, 0.37037], [1.84876, 3.63109, -0.52903], [1.40026, 0.80489, -4.54723], [-0.21084, -3.60271, 3.12847], [0.26626, 0.13409, -2.45513], [2.90376, 4.30559, -2.62253], [0.41236, 3.13709, 4.67487], [-5.04644, -0.58991, 0.71177], [-4.76094, -2.35931, -4.53773], [5.89836, -2.79571, -0.00103], [2.60026, -3.19481, -0.69563], [-1.92654, 5.59619, -0.99143], [1.25286, -0.86981, 6.17507], [-3.75994, -4.23751, -3.29013], [2.79236, 1.64119, 0.62557], [-1.99944, -3.83831, -1.63123], [4.66256, -3.90591, -0.61223], [-4.03714, -0.03511, -4.06883], [2.70736, 2.88749, -4.63163]],
  "forces_ev_per_a": [[-0.512, 0.349, -0.529], [-1.476, -0.724, 1.097], [0.366, 0.121, 0.535], [0.414, 0.153, -0.093], [0.373, 0.695, -0.011], [0.179, 0.175, 0.214], [-0.644, -0.232, -0.511], [0.004, 0.265, -0.587], [-0.231, -0.409, 0.569], [-0.635, 0.302, -0.032], [0.654, -0.531, -0.481], [1.233, 0.291, -0.817], [-0.190, -0.194, 0.133], [-0.089, -0.034, 0.667], [-1.193, 0.184, 0.059], [-0.109, -0.187, -0.044], [-0.185, -0.395, 0.130], [0.012, 0.108, 0.075], [0.084, 0.080, -0.134], [0.037, -0.163, -0.061], [0.065, 0.034, 0.053], [-0.008, 0.019, -0.036], [-0.049, 0.477, 0.057], [-0.052, 0.025, -0.052], [0.031, 0.102, -0.001], [0.943, -0.698, -0.034], [-0.092, -0.002, 0.134], [-0.046, 0.315, -0.106], [0.039, -0.089, -0.255], [0.883, -0.182, 0.299], [0.151, 0.218, -0.018], [-0.064, -0.086, -0.023], [0.159, 0.108, 0.057], [0.078, -0.039, 0.016], [-0.199, -0.141, -0.154], [-0.538, 0.132, -0.172], [0.409, 0.164, 0.104], [-0.113, 0.167, -0.055], [0.079, 0.043, -0.014], [-0.070, 0.001, 0.105], [-0.082, -0.769, 0.420], [0.127, -0.378, 0.152], [-0.028, -0.724, 0.446], [0.222, 0.459, -0.128], [-0.070, 0.003, -0.129], [-0.106, 0.465, -0.235], [0.225, -0.193, 0.075], [-0.047, -0.086, 0.031], [0.294, -0.490, -0.145], [0.053, 0.025, 0.032], [0.076, 0.021, -0.203], [-0.086, -0.039, -0.041], [-0.055, -0.023, -0.012], [-0.133, 0.043, -0.029], [-0.160, -0.011, -0.051], [-0.049, 0.080, -0.081], [-0.071, 0.132, -0.057], [0.057, -0.015, -0.020], [0.188, 0.017, 0.003], [-0.014, 0.057, 0.022], [0.257, 0.104, 0.098], [0.059, 0.096, 0.080], [0.059, 0.035, -0.097], [-0.010, -0.027, -0.025], [-0.055, 0.015, -0.008], [-0.037, -0.104, -0.069], [-0.030, 0.240, 0.019], [0.058, 0.041, -0.059], [0.083, 0.056, -0.004], [-0.039, 0.105, 0.077], [-0.074, -0.090, 0.037], [-0.132, -0.030, -0.073], [-0.056, -0.006, 0.003], [-0.112, 0.346, 0.115], [0.017, 0.075, -0.074], [0.040, -0.004, 0.053], [-0.002, -0.112, 0.019], [0.038, 0.038, 0.040], [-0.054, 0.065, -0.055], [-0.029, 0.055, 0.000], [-0.078, 0.071, -0.077], [0.057, 0.036, -0.136]]
}